Formula: C30H31N3O6P2SSn
Source: the OMol25 dataset
Level of theory: ωB97M-V/def2-TZVPD

Each line ends with the Löwdin charge.
CARTESIAN COORDINATES (ANGSTROEM)
Sn: 12.108 11.758 11.726  1.3078
O: 10.536 12.548 10.642  -0.3922
C: 9.323 12.255 10.143  -0.3404
C: 8.553 13.155 9.487  -0.0371
C: 7.419 12.787 8.786  -0.0306
C: 6.940 11.445 8.784  -0.0649
C: 7.676 10.600 9.541  -0.0520
C: 8.885 10.897 10.203  -0.0757
C: 9.610 9.893 10.921  -0.2553
N: 10.826 10.001 11.514  -0.0848
C: 11.074 8.839 12.235  -0.1300
C: 9.977 8.042 12.136  -0.0054
N: 9.098 8.744 11.294  0.1474
H: 8.930 14.166 9.302  0.0840
H: 6.937 13.529 8.151  0.1192
H: 5.984 11.125 8.390  0.1190
H: 7.147 9.638 9.579  0.1229
H: 11.923 8.628 12.887  0.1224
H: 9.725 7.036 12.344  0.1185
H: 8.200 8.454 10.990  0.1513
O: 11.164 15.722 8.262  -0.3747
S: 11.364 15.224 9.590  0.9924
N: 12.799 15.051 10.167  -0.3327
C: 15.663 14.005 11.638  0.0177
O: 15.103 13.889 10.273  -0.1988
P: 14.310 14.910 9.543  0.4033
O: 14.117 14.389 8.107  -0.1882
C: 14.497 15.023 6.877  -0.0324
O: 15.217 16.157 9.666  -0.1795
C: 14.978 17.527 9.340  -0.0205
H: 16.084 13.043 11.958  0.1138
H: 14.846 14.250 12.314  0.0872
H: 16.324 14.849 11.649  0.0900
H: 14.100 15.927 6.588  0.0664
H: 14.334 14.209 6.137  0.1009
H: 15.596 15.198 6.838  0.1180
H: 14.193 17.998 9.964  0.1141
H: 14.689 17.493 8.322  0.0695
H: 15.941 18.055 9.476  0.1218
O: 13.214 11.271 9.872  -0.5209
P: 13.416 10.407 8.661  0.8384
C: 14.511 11.144 7.387  -0.2817
C: 15.748 11.615 7.769  -0.0863
C: 16.661 12.142 6.876  -0.0475
C: 16.254 12.271 5.562  -0.0575
C: 15.000 11.794 5.152  -0.0721
C: 14.163 11.227 6.061  -0.0937
C: 11.847 10.020 7.942  -0.2640
C: 11.389 8.677 7.752  -0.0097
C: 10.160 8.417 7.052  -0.0345
C: 9.414 9.479 6.605  -0.0697
C: 9.828 10.772 6.864  -0.0816
C: 10.981 11.077 7.555  -0.0780
C: 14.208 8.845 9.027  -0.3144
C: 14.132 8.349 10.307  -0.0842
C: 14.515 7.049 10.601  -0.0361
C: 15.114 6.314 9.554  -0.0447
C: 15.287 6.887 8.320  -0.0587
C: 14.826 8.151 8.037  -0.0750
H: 16.000 11.521 8.822  0.1164
H: 17.628 12.464 7.148  0.1073
H: 16.870 12.766 4.894  0.0953
H: 14.792 11.898 4.079  0.1282
H: 13.153 10.917 5.650  0.1408
H: 12.011 7.853 7.971  0.0881
H: 9.764 7.431 6.997  0.1028
H: 8.550 9.367 5.964  0.1209
H: 9.145 11.567 6.547  0.1202
H: 11.252 12.099 7.780  0.1096
H: 13.593 8.967 11.008  0.0668
H: 14.335 6.609 11.606  0.1252
H: 15.375 5.279 9.762  0.1191
H: 15.681 6.289 7.526  0.1150
H: 14.999 8.521 7.035  0.1235

The value obtained for the LUMO energy is -6.93 eV. The calculation puts the HOMO energy at -13.104 eV. Its energy above the lowest of the compared OMol25 structures with the same formula, charge and spin is 0.0 kcal per mole. Its net charge is +2. Its total energy is -83601.606 eV. For the gap between HOMO and LUMO, the calculation gives 6.2 eV.

=====

Formula: C30H31N3O6PRuSe2
Source: the OMol25 dataset
Level of theory: ωB97M-V/def2-TZVPD

Each line ends with the Löwdin spin population.
CARTESIAN COORDINATES (ANGSTROEM)
Ru: -0.321 0.408 1.184  3.4195
N: 0.912 0.880 3.231  0.0750
N: 1.949 -0.067 3.351  0.0019
C: 2.464 -0.587 2.132  0.0120
O: 3.565 -1.106 2.163  0.0167
O: 1.689 -0.456 1.117  0.1377
H: 1.268 1.831 3.196  0.0030
H: 0.286 0.794 4.023  0.0032
H: 2.682 0.171 4.003  0.0017
C: 0.966 -5.242 -3.333  0.0019
C: 1.771 -4.712 -2.332  -0.0004
C: 1.358 -3.596 -1.624  0.0059
C: 0.128 -3.007 -1.914  0.0339
C: -0.677 -3.538 -2.914  0.0099
C: -0.256 -4.656 -3.626  0.0016
P: -0.394 -1.615 -0.885  0.3687
C: -1.664 -0.680 -1.778  0.0315
C: -2.916 -0.444 -1.210  0.0335
C: -3.843 0.361 -1.861  0.0007
C: -3.537 0.925 -3.089  0.0219
C: -2.298 0.680 -3.670  0.0018
C: -1.365 -0.107 -3.019  0.0173
C: -1.235 -2.361 0.517  0.1021
C: -1.621 -3.694 0.641  0.0245
C: -2.245 -4.103 1.808  0.0221
C: -2.465 -3.184 2.828  0.0190
C: -2.061 -1.864 2.689  0.0352
C: -1.413 -1.413 1.535  0.1257
H: 1.294 -6.112 -3.887  0.0001
H: 2.726 -5.167 -2.104  -0.0001
H: 1.993 -3.174 -0.852  0.0016
H: -1.632 -3.082 -3.143  0.0005
H: -0.884 -5.065 -4.406  0.0003
H: -3.166 -0.892 -0.258  0.0033
H: -4.811 0.533 -1.407  -0.0005
H: -4.262 1.548 -3.597  0.0014
H: -2.054 1.110 -4.633  -0.0003
H: -0.395 -0.277 -3.466  0.0009
H: -1.440 -4.401 -0.159  0.0017
H: -2.557 -5.133 1.927  0.0014
H: -2.946 -3.509 3.743  0.0014
H: -2.237 -1.190 3.523  0.0023
C: -1.256 3.477 -0.793  0.0064
Se: -0.404 3.217 0.933  0.0603
C: -1.786 4.016 2.030  0.0069
C: -3.085 3.233 2.080  0.0027
Se: -2.912 1.447 2.812  0.0723
C: -2.574 1.947 4.658  0.0125
H: -1.565 4.517 -0.880  0.0012
H: -2.099 2.800 -0.913  0.0008
H: -0.504 3.239 -1.537  0.0000
H: -1.959 5.021 1.641  0.0015
H: -1.355 4.136 3.025  0.0001
H: -3.490 3.091 1.077  0.0002
H: -3.841 3.764 2.660  0.0012
H: -3.433 2.465 5.077  0.0029
H: -1.685 2.569 4.752  0.0002
H: -2.415 1.022 5.209  0.0001
O: 1.297 -0.579 -1.871  0.1535
C: 1.559 0.523 -1.323  0.0359
O: 0.715 1.258 -0.754  0.0797
C: 2.993 0.971 -1.328  0.0095
C: 3.972 0.223 -1.969  0.0038
C: 5.304 0.607 -1.905  -0.0002
C: 5.670 1.738 -1.190  0.0028
C: 4.673 2.455 -0.556  0.0002
C: 3.341 2.104 -0.607  0.0037
N: 5.053 3.652 0.236  0.0000
O: 6.209 4.017 0.184  0.0000
O: 4.191 4.179 0.909  -0.0001
H: 3.676 -0.669 -2.503  0.0005
H: 6.064 0.018 -2.399  0.0000
H: 6.699 2.055 -1.113  0.0001
H: 2.591 2.679 -0.088  0.0002

The value obtained for the LUMO energy (alpha / beta) is -0.02 / -1.28 eV. As for the expectation value of S²: 8.767. The calculation puts the HOMO energy (alpha / beta) at -7.086 / -8.050 eV. Its energy above the lowest of the compared OMol25 structures with the same formula, charge and spin is 30.7 kcal per mole. The spin multiplicity is 6. Its total energy is -190926.541 eV. For the gap between HOMO and LUMO (alpha / beta), the calculation gives 7.1 / 6.8 eV.